Here is C19H24N4O3 in the gas phase from the Open Molecules 2025 dataset. Energies are from ωB97M-V with the def2-TZVPD basis set.

energy relative to the best compared isomer or geometry (same formula, charge and spin)	143.60	kJ/mol
energy	-1183.20789	a.u.
lowest unoccupied orbital energy	0.59	eV
frontier orbital gap	8.9	eV
maximum force	0.39	eV Å⁻¹

```
50
Properties=species:S:1:pos:R:3:lowdin_charge:R:1
H 3.89293 -0.57607 -2.51562 0.11
N -4.24428 3.59774 4.16435 0.12
H -1.07564 -4.58778 -2.42127 0.08
H -3.91414 1.69031 5.14902 0.14
O -2.49888 3.52062 2.83476 0.08
H 4.44526 -1.87511 -0.36964 0.13
N -0.59793 1.31715 2.54562 -0.01
H 0.25161 -5.29247 -3.34000 0.08
H -1.46126 -2.14903 -4.31656 0.11
C -0.47911 -4.48403 -3.33029 -0.05
C 3.48044 -1.55509 -2.27715 -0.14
O -1.50772 0.43558 4.40974 0.06
C 1.43399 -0.63728 -3.42091 -0.05
C -2.53659 2.35715 3.60360 -0.15
C 3.43542 -1.70729 -0.75153 -0.09
H -3.23614 5.73252 2.01122 0.05
N -3.89294 5.42668 2.71997 0.13
H -5.07460 3.94935 4.60277 0.16
C 1.23160 0.60610 1.28435 -0.26
C 0.15337 -0.79169 -3.93529 -0.08
C -3.57357 4.29995 3.18717 -0.48
O 3.42094 0.66440 -0.41287 0.07
H -0.36516 0.06061 -4.35630 0.10
H 2.00447 -3.82756 -2.46916 0.12
H -1.63093 2.25884 0.95119 0.12
C -0.61283 2.09323 1.29570 -0.10
C 2.94429 -0.41743 -0.12212 -0.48
H -0.11772 -0.51907 -0.95243 0.06
H 0.67417 1.81711 -0.43227 0.14
C -1.51094 1.29959 3.54138 -0.41
C 0.43159 0.28561 2.54183 -0.08
H 4.15597 -2.30856 -2.68862 0.12
C -3.59457 2.40777 4.41583 0.01
H -1.44504 0.63257 -0.96292 0.09
H -1.14867 -4.61980 -4.17936 0.08
C 0.19448 -3.13867 -3.37775 -0.27
H -0.13693 3.06547 1.43954 0.13
H 1.91392 0.33424 -3.43188 0.12
H 2.82353 -2.56234 -0.46112 0.11
H 1.97960 1.36976 1.49907 0.16
C 0.18274 1.21389 0.33171 -0.27
H -0.02357 -0.70975 2.49124 0.13
H -1.23478 -0.43543 0.42253 0.09
C -0.69915 0.15743 -0.32431 -0.04
H 1.02640 0.32075 3.45368 0.14
H 1.47483 -1.44334 0.84196 0.14
C 2.11138 -1.72708 -2.88557 -0.23
N 1.93491 -0.54992 0.78225 0.11
C 1.47808 -2.96760 -2.87402 -0.01
C -0.46284 -2.03203 -3.91152 -0.06
```



Here is 4 unconnected molecules or ions with the total composition CH10O3 from the Open Molecules 2025 dataset. Energies are from ωB97M-V with the def2-TZVPD basis set.

energy relative to the best compared isomer or geometry (same formula, charge and spin)	79.57	kJ/mol
energy	-269.78530	a.u.
lowest unoccupied orbital energy	0.62	eV
frontier orbital gap	12.0	eV
maximum force	1.30	eV Å⁻¹

```
14
Properties=species:S:1:pos:R:3:lowdin_charge:R:1
O 1.18488 0.01834 -0.63484 -0.08
H -0.54643 3.39009 3.95699 0.05
H -3.04820 -7.78969 -1.41864 0.02
H 2.48449 2.55531 -2.88561 0.02
O 2.77643 2.73807 -2.00417 -0.04
H -3.35001 -7.16805 0.29095 0.02
H 0.62320 -0.77966 -0.69364 0.04
O -0.73811 4.26575 3.54524 -0.08
H 0.58018 0.77239 -0.64970 0.03
C -3.18570 -6.92739 -0.75992 -0.05
H -0.74044 4.15248 2.58081 0.03
H 3.62113 3.17354 -2.07742 0.03
H -4.03035 -6.40727 -1.18116 0.01
H -2.21294 -6.44882 -0.73805 0.01
```



Here is 2 unconnected molecules or ions with the total composition C3H5N3OS from the Open Molecules 2025 dataset. Energies are from ωB97M-V with the def2-TZVPD basis set.

energy relative to the best compared isomer or geometry (same formula, charge and spin)	576.18	kJ/mol
energy	-754.81960	a.u.
lowest unoccupied orbital energy	-0.07	eV
frontier orbital gap	8.4	eV
maximum force	7.46	eV Å⁻¹

```
13
Properties=species:S:1:pos:R:3:lowdin_charge:R:1
N -0.98185 -1.95277 -0.20139 0.01
H 3.20906 -0.29250 0.17345 0.14
S -1.87946 0.68758 0.16366 0.77
H 2.11706 2.15934 1.35877 0.29
N 1.28986 -1.39826 -0.47709 0.03
H -1.37218 -2.30240 -1.21788 0.16
N 0.01358 -1.03580 -0.51721 -0.31
O 1.08777 2.18668 0.50974 -0.14
C 2.04768 -0.34049 -0.11064 -0.06
C 1.03033 0.74545 0.23351 -0.32
C -0.21064 0.17207 0.12732 -0.65
H -0.63748 -2.81425 0.25438 0.09
H -1.40256 2.00077 -0.39646 -0.02
```



Here is a molecular structure, C5H8N2 from the Open Molecules 2025 dataset. Energies are from ωB97M-V with the def2-TZVPD basis set.

energy relative to the best compared isomer or geometry (same formula, charge and spin)	452.05	kJ/mol
energy	-304.66332	a.u.
lowest unoccupied orbital energy (alpha / beta)	-0.47 / -0.34	eV
frontier orbital gap (alpha / beta)	7.9 / 7.9	eV
maximum force	1.79	eV Å⁻¹

```
15
Properties=species:S:1:pos:R:3:lowdin_charge:R:1
C -1.39645 0.88650 -0.22015 -0.27
N -0.41144 -1.98287 0.89308 0.09
C 0.02066 0.91928 -0.42398 -0.08
H 2.72280 0.31570 0.33730 0.08
H 1.28833 -0.46887 -1.57518 0.14
H -3.08910 1.78614 -0.23434 0.04
N -2.08646 1.97085 -0.23142 0.08
H -0.75119 -1.19142 1.43603 0.04
H 0.42911 1.90179 -0.64028 0.11
H 1.34011 0.24665 1.52428 0.08
H 0.91038 -2.48663 -0.52568 0.10
C 1.66278 0.17323 0.49546 0.06
C 0.41364 -1.66750 -0.01163 -0.22
C 0.82397 -0.30264 -0.60367 -0.37
H -1.87714 -0.10021 -0.21983 0.11
```



Here is C7H15NSi in the gas phase from the Open Molecules 2025 dataset. Energies are from ωB97M-V with the def2-TZVPD basis set.

energy relative to the best compared isomer or geometry (same formula, charge and spin)	152.88	kJ/mol
energy	-619.87379	a.u.
lowest unoccupied orbital energy	0.92	eV
frontier orbital gap	9.5	eV
maximum force	5.06	eV Å⁻¹

```
24
Properties=species:S:1:pos:R:3:lowdin_charge:R:1
C 3.42746 0.45858 0.92409 -0.08
C 2.07803 0.10926 0.37594 -0.22
H -1.39300 0.58032 2.72155 0.08
H 1.80898 -1.03026 0.52203 0.16
H 1.17552 0.75779 -2.81380 0.06
H 3.66153 1.45165 0.82194 0.03
C -1.57118 -2.02361 -1.07577 -0.19
H -3.25692 -1.28836 0.32052 0.09
H -1.78429 -3.04308 -1.13230 0.04
H -0.12192 1.54380 1.82823 -0.02
N 1.32884 1.00069 -0.08307 0.02
H -0.62482 0.34218 -2.77754 0.04
H -1.76637 2.18532 1.99113 -0.02
H -2.53799 1.60680 -0.61087 -0.01
C -2.14264 -1.16213 0.06897 -0.32
Si -1.45671 0.68109 0.01346 0.69
C 0.27475 0.58997 -2.20119 0.01
H -0.46329 -1.82438 -1.06009 0.06
H -1.81704 -1.63808 -2.02612 0.03
H 3.41596 0.19798 2.04168 0.10
H -1.55393 -1.54825 0.86463 0.03
C -1.17927 1.33553 1.81856 -0.21
H 4.24811 0.01358 0.28053 0.10
C 0.25019 0.70360 -0.81250 -0.47
```



Here is a gas-phase ion, C6H13NP (charge +1) from the Open Molecules 2025 dataset. Energies are from ωB97M-V with the def2-TZVPD basis set.

energy relative to the best compared isomer or geometry (same formula, charge and spin)	108.17	kJ/mol
energy	-632.17639	a.u.
net charge	+1
lowest unoccupied orbital energy	-3.57	eV
frontier orbital gap	9.5	eV
maximum force	3.74	eV Å⁻¹

```
21
Properties=species:S:1:pos:R:3:lowdin_charge:R:1
C -0.19115 1.81969 -0.18584 -0.02
C -3.01008 0.08081 -1.17799 -0.11
H -3.07496 1.03364 -1.69776 0.09
H 1.51195 -2.64555 -0.25948 0.21
N 1.14671 -1.76103 0.21845 -0.01
H 0.30047 -2.06001 0.58525 0.11
C 0.71420 -0.57895 -0.68283 -0.33
H 0.52622 2.16216 0.47073 0.04
C 2.14568 -1.34144 1.24297 -0.02
H 2.63282 -2.28604 1.51648 0.10
H -1.09411 2.31678 0.01123 0.06
H 1.54057 -0.00753 -0.99788 0.09
P -0.69674 -1.23003 -2.12326 1.06
H -0.73998 -0.11800 0.97034 0.15
H 2.82907 -0.56080 0.88457 0.11
C -1.55505 -0.27302 -1.03198 -0.58
C -0.46249 0.24150 -0.05503 -0.36
H 1.81807 -1.00250 2.27474 0.13
H 0.23447 2.08121 -1.23689 0.13
H -3.63146 -0.49307 -1.95385 0.11
H -3.46372 -0.08004 -0.25077 0.06
```